The following is a DFT calculation (ωB97M-V/def2-TZVPD) of a structure of composition C23H38BeBr3ClKMgN2O9PS.

Cartesian coordinates (Å):
C (1.67, -1.16, 0.12)
C (1.41, 0.29, -0.40)
C (-0.08, 0.70, -0.25)
C (-0.35, 2.22, -0.52)
C (0.15, 2.55, -1.90)
N (0.58, 3.06, -2.80)
C (-1.92, 2.41, -0.58)
Cl (-2.68, 1.66, -2.05)
C (-2.63, 1.88, 0.62)
N (-3.15, 1.65, 1.59)
P (0.23, 3.41, 0.85)
C (-0.01, 2.55, 2.50)
C (2.07, 3.72, 0.78)
C (2.58, 4.37, -0.54)
H (1.38, -1.26, 1.21)
H (2.77, -1.28, 0.11)
H (1.23, -1.94, -0.52)
H (2.07, 0.95, 0.20)
H (1.76, 0.38, -1.45)
H (-0.61, 0.14, -1.06)
H (-0.49, 0.32, 0.70)
H (-2.11, 3.50, -0.65)
H (0.97, 2.34, 2.98)
H (-0.56, 1.60, 2.42)
H (-0.58, 3.22, 3.18)
H (2.27, 4.46, 1.59)
H (2.68, 2.84, 1.05)
H (1.84, 5.10, -0.92)
H (2.66, 3.59, -1.32)
H (3.59, 4.81, -0.43)
C (-8.15, 4.41, -3.06)
C (-7.37, 5.38, -2.57)
C (-6.01, 5.09, -2.09)
O (-5.29, 5.98, -1.63)
C (-5.53, 3.70, -2.17)
C (-6.31, 2.73, -2.67)
C (-7.68, 3.01, -3.16)
O (-8.38, 2.14, -3.61)
H (-9.16, 4.61, -3.42)
H (-7.70, 6.41, -2.50)
H (-4.53, 3.50, -1.82)
H (-5.97, 1.70, -2.74)
C (4.23, -5.26, 2.74)
C (2.97, -4.41, 2.65)
O (3.43, -3.08, 2.33)
S (4.76, -3.15, 1.42)
O (4.40, -3.02, 0.06)
O (5.77, -2.38, 2.02)
O (5.10, -4.77, 1.69)
H (4.74, -5.12, 3.70)
H (4.03, -6.32, 2.59)
H (2.41, -4.41, 3.59)
H (2.32, -4.74, 1.82)
K (-4.57, 3.51, -4.46)
C (-6.14, 2.67, 1.81)
C (-7.46, 2.60, 0.95)
O (-8.39, 2.10, 1.73)
H (-5.83, 1.68, 2.15)
H (-5.34, 3.08, 1.19)
H (-6.26, 3.32, 2.67)
H (-7.18, 2.02, 0.04)
H (-7.60, 3.62, 0.55)
Be (-3.31, 5.81, -1.84)
Br (6.80, -5.35, 0.97)
Br (9.84, -2.73, -3.96)
C (8.26, -3.85, -3.75)
C (8.22, -4.49, -2.39)
Br (9.47, -5.99, -2.27)
H (8.27, -4.58, -4.56)
H (7.41, -3.18, -3.88)
H (7.24, -4.93, -2.20)
H (8.47, -3.80, -1.59)
C (0.31, -7.44, 1.40)
O (-0.01, -6.08, 1.78)
H (1.23, -7.43, 0.83)
H (0.43, -8.05, 2.30)
H (-0.49, -7.85, 0.78)
H (-0.84, -6.11, 2.28)
O (3.74, -2.41, 5.31)
H (4.24, -2.42, 4.49)
Mg (0.69, -3.79, 1.95)

**HOMO**: -10.46 eV
**Frontier orbital gap**: 1.2 eV
**Spin multiplicity**: 1
**Net charge**: +2
**LUMO level**: -0.3391 Ha

The following is a DFT calculation (ωB97M-V/def2-TZVPD) of a structure of composition C37H57Br2FeN4O5PS2.

Cartesian coordinates (Å):
Fe (-0.62, 0.01, -0.47)
C (-3.97, 3.47, -0.82)
C (-5.18, 2.80, -0.76)
C (-5.18, 1.41, -0.70)
C (-3.96, 0.74, -0.73)
N (-2.79, 1.40, -0.74)
C (-2.80, 2.72, -0.78)
C (-3.85, -0.72, -0.69)
C (-4.94, -1.57, -0.91)
C (-4.77, -2.93, -0.76)
C (-3.51, -3.43, -0.46)
C (-2.47, -2.52, -0.32)
N (-2.65, -1.21, -0.40)
H (-3.91, 4.54, -0.88)
H (-6.12, 3.33, -0.74)
H (-6.11, 0.87, -0.60)
H (-1.84, 3.20, -0.78)
H (-5.90, -1.18, -1.20)
H (-5.61, -3.60, -0.89)
H (-3.34, -4.48, -0.35)
H (-1.46, -2.83, -0.12)
Br (3.85, -0.26, -0.10)
C (3.51, 1.55, -0.20)
Br (0.70, 1.98, -0.82)
H (3.71, 2.01, -1.14)
H (3.60, 2.10, 0.72)
C (-1.47, 2.55, 3.22)
C (-1.91, 1.11, 3.49)
C (-3.13, 0.85, 2.62)
C (-2.28, 0.96, 4.97)
P (-0.48, -0.02, 2.85)
N (-0.49, 0.04, 1.29)
C (1.20, 0.60, 3.56)
C (2.23, -0.51, 3.31)
C (1.20, 0.95, 5.05)
C (1.66, 1.82, 2.76)
C (-0.77, -1.85, 3.43)
C (0.07, -2.75, 2.52)
C (-0.46, -2.13, 4.90)
C (-2.23, -2.19, 3.17)
H (-2.33, 3.22, 3.29)
H (-1.07, 2.63, 2.21)
H (-0.74, 2.89, 3.94)
H (-3.82, 1.69, 2.67)
H (-3.69, -0.04, 2.92)
H (-2.81, 0.73, 1.59)
H (-3.00, 1.73, 5.23)
H (-1.41, 1.07, 5.62)
H (-2.74, -0.01, 5.17)
H (2.14, -1.32, 4.03)
H (3.24, -0.10, 3.41)
H (2.13, -0.89, 2.30)
H (0.83, 0.13, 5.66)
H (0.61, 1.84, 5.25)
H (2.23, 1.16, 5.35)
H (1.54, 1.64, 1.70)
H (2.71, 2.00, 2.98)
H (1.11, 2.72, 3.02)
H (1.09, -2.88, 2.90)
H (0.12, -2.32, 1.52)
H (-0.38, -3.74, 2.46)
H (0.60, -2.05, 5.12)
H (-0.77, -3.15, 5.13)
H (-1.01, -1.45, 5.55)
H (-2.52, -1.88, 2.17)
H (-2.89, -1.73, 3.91)
H (-2.38, -3.27, 3.25)
C (4.30, 6.05, -2.93)
C (4.09, 4.68, -3.50)
C (4.71, 3.58, -2.94)
C (4.44, 2.30, -3.41)
C (3.53, 2.14, -4.43)
C (2.97, 3.23, -5.06)
C (3.25, 4.50, -4.60)
S (2.97, 0.50, -4.88)
O (3.57, -0.48, -4.01)
O (3.14, 0.29, -6.29)
N (1.32, 0.61, -4.60)
C (0.66, -0.60, -5.05)
C (-0.84, -0.60, -4.72)
C (-1.07, -0.95, -3.25)
O (-1.54, -2.05, -2.94)
O (-0.72, -0.05, -2.42)
H (4.74, 6.00, -1.94)
H (3.34, 6.57, -2.85)
H (4.95, 6.65, -3.56)
H (5.39, 3.71, -2.11)
H (4.91, 1.42, -3.00)
H (2.31, 3.05, -5.90)
H (2.81, 5.36, -5.08)
H (1.13, 0.80, -3.62)
H (1.13, -1.49, -4.60)
H (0.81, -0.64, -6.13)
H (-1.34, -1.37, -5.32)
H (-1.26, 0.38, -4.93)
O (0.70, -1.86, -0.65)
S (1.52, -2.57, -1.67)
C (2.71, -3.56, -0.64)
C (2.38, -5.04, -0.81)
C (0.87, -5.11, -1.02)
C (0.57, -4.09, -2.10)
H (2.56, -3.21, 0.37)
H (3.71, -3.31, -0.97)
H (2.69, -5.61, 0.07)
H (2.89, -5.45, -1.68)
H (0.35, -4.84, -0.09)
H (0.56, -6.11, -1.31)
H (-0.47, -3.82, -2.20)
H (0.95, -4.43, -3.07)

**Relative energy (zero: lowest compared OMol25 entry of this formula, charge and spin)**: 222.59 kJ/mol
**HOMO (spin up / spin down)**: -6.99 / -8.00 eV
**Frontier orbital gap (spin up / spin down)**: 6.2 / 7.9 eV
**Spin multiplicity**: 5
**Net charge**: 0
**<S²>**: 6.10
**LUMO level (spin up / spin down)**: -0.0299 / -0.0043 Ha

| no. | calculated total energy (eV) |
| --- | --- |
| 1 | -310785.0766 |
| 2 | -260923.4059 |